Record 1
Computed, not measured: an isolated ion of composition C9H16N3 and charge +1 in a non-equilibrium geometry, with wB97M-V/def2-TZVPD.

Output
HOMO-LUMO gap: 9.06 eV
ΔE to the lowest compared entry with this formula, charge and spin: 6.210 eV
multiplicity: 1
net charge: +1

Last column: Mulliken charge in e.
Positions of all 28 atoms, in Å:
N (-0.00787, -2.35805, 2.22939)  -0.40
N (2.61454, -0.64842, 1.99426)  -0.16
N (1.61827, 0.51476, 0.29289)  -0.04
C (0.77646, -2.04798, 1.06254)  -0.52
C (0.31003, -0.08090, 0.57934)  -0.14
C (-0.54529, -0.20464, -0.68368)  -1.16
C (-2.81207, 2.22896, -2.56497)  -1.45
C (-1.98555, 0.94077, -2.34480)  -0.40
C (2.67519, 0.35337, 1.10152)  -0.10
C (-1.16711, 1.09288, -1.00041)  -0.61
C (1.93562, -1.87469, 2.09211)  0.08
C (0.84688, -2.15353, 3.12637)  -0.36
H (-2.63818, 0.12743, -2.13761)  0.32
H (-1.37914, 0.63481, -3.29930)  0.33
H (3.54757, 1.01721, 1.06047)  0.42
H (1.49267, 1.01238, -0.56943)  0.26
H (-1.18868, -1.02884, -0.62125)  0.56
H (-0.44846, 1.86987, -1.02785)  0.48
H (3.33393, -0.65320, 2.76245)  0.31
H (2.61859, -2.66351, 2.10391)  0.43
H (-3.54332, 2.32573, -1.87059)  0.44
H (-2.19381, 3.05050, -2.50627)  0.41
H (-1.97853, 1.39125, -0.35183)  0.28
H (0.77993, -2.47120, 4.10488)  0.44
H (-3.31959, 2.16084, -3.55994)  0.35
H (-0.14703, 0.37604, 1.42237)  0.40
H (0.18526, -0.37201, -1.56033)  0.26
H (0.61968, -2.53983, 0.16576)  0.55

Record 2
Computed, not measured: one molecule with the formula CH4NO3P in a non-equilibrium geometry, with wB97M-V/def2-TZVPD.

Output
HOMO-LUMO gap: 10.11 eV
SMILES: [H]/N=C/OP(O)O
ΔE to the lowest compared entry with this formula, charge and spin: 1.209 eV
multiplicity: 1

Last column: Mulliken charge in e.
Positions of all 10 atoms, in Å:
P (-1.55680, -0.02986, 0.54933)  0.46
O (-2.79704, 0.87690, 0.03211)  -0.39
O (-1.30171, -1.25555, -0.52682)  -0.44
O (-0.23442, 1.26021, -0.27392)  -0.45
N (0.99880, -0.03318, 1.05119)  -0.72
C (0.87043, 0.83130, 0.12528)  0.40
H (1.79428, 1.42895, -0.30897)  0.30
H (-0.42683, -1.48247, -0.26005)  0.35
H (1.94825, -0.15868, 1.40681)  0.20
H (-3.03779, 0.86499, -0.84332)  0.29

Record 3
Computed, not measured: a 11-piece molecular cluster, C22H37Cl8N7 overall in a non-equilibrium geometry, with wB97M-V/def2-TZVPD.

Output
HOMO-LUMO gap: 10.74 eV
SMILES: ClCCCl.ClCCCl.ClCCCl.ClCCCl.CC#N.CC#N.CC#N.CC#N.CC#N.CC#N.CC#N
ΔE to the lowest compared entry with this formula, charge and spin: 0.000 eV
multiplicity: 1

Last column: Mulliken charge in e.
Positions of all 74 atoms, in Å:
Cl (9.40696, -9.33748, 31.43402)  -0.20
Cl (14.65193, -10.84180, 30.49557)  -0.18
Cl (14.39381, -6.72729, 30.49683)  -0.20
Cl (12.27274, -7.49971, 28.00397)  0.05
Cl (13.27607, -3.96793, 25.90709)  -0.08
Cl (9.49771, -5.03201, 31.39872)  -0.18
Cl (15.94740, -5.76136, 25.32457)  -0.11
Cl (14.11565, -9.23183, 33.42614)  -0.20
N (17.06757, -12.97179, 28.16769)  -0.49
N (8.91251, -6.53708, 27.80826)  -0.57
N (15.60673, -1.48546, 27.60328)  -0.47
N (11.60882, -6.80154, 22.11595)  -0.47
N (16.97005, -8.78520, 26.58497)  -0.44
N (11.84805, -11.74268, 28.15270)  -0.42
N (18.99460, -7.71065, 29.21078)  -0.41
C (11.37018, -6.32521, 24.67192)  0.03
C (14.21575, -3.98607, 24.44641)  -0.55
C (14.00051, -7.17912, 27.78623)  -0.49
C (14.86102, -7.63847, 29.01000)  0.01
C (15.69225, -4.13034, 24.69354)  -0.55
C (17.88841, -8.06892, 31.53964)  -0.97
C (11.27628, -11.07015, 27.39527)  0.34
C (10.50726, -4.42921, 28.13251)  -0.42
C (18.02366, -10.73495, 29.07568)  0.24
C (12.82244, -10.05487, 32.56954)  -0.27
C (18.52148, -7.87638, 30.25634)  0.50
C (19.31113, -7.61641, 26.01324)  -0.89
C (18.02272, -8.28908, 26.32865)  0.42
C (17.50975, -11.96926, 28.56187)  0.05
C (15.28751, -2.32337, 28.34811)  0.22
C (11.53876, -6.58372, 23.26468)  0.04
C (13.11534, -10.06291, 31.01763)  0.22
C (10.51173, -10.21508, 26.44707)  -0.43
C (14.86877, -3.34125, 29.27101)  -0.11
C (9.60360, -5.57254, 27.96127)  0.37
C (9.37902, -6.69416, 32.02736)  -0.50
C (9.50735, -7.66156, 30.88745)  -0.05
H (15.92980, -7.44068, 28.92815)  0.21
H (19.39167, -7.42938, 24.94243)  0.36
H (11.88486, -9.51840, 32.71526)  0.03
H (20.16678, -8.18725, 26.37394)  0.34
H (10.05863, -3.78614, 28.88967)  0.38
H (12.26278, -6.65399, 25.20415)  -0.17
H (15.46586, -4.25303, 29.28582)  0.05
H (14.19863, -6.14157, 27.51724)  -0.08
H (18.73977, -8.31173, 32.17549)  0.41
H (12.32164, -10.63143, 30.53294)  0.27
H (16.05776, -3.40894, 25.42434)  0.23
H (10.52990, -3.91469, 27.17185)  0.35
H (11.42782, -4.85394, 28.53284)  -0.09
H (12.67952, -11.00623, 33.08199)  0.39
H (14.23999, -7.84686, 26.95866)  0.47
H (16.26929, -4.15717, 23.76920)  0.39
H (19.28286, -6.68251, 26.57461)  0.26
H (14.85900, -2.98502, 30.30111)  0.41
H (10.09175, -6.92891, 32.81794)  0.31
H (13.80509, -3.46718, 29.06892)  -0.06
H (17.25090, -9.96623, 29.07481)  -0.47
H (11.07455, -10.07303, 25.52449)  0.25
H (18.25586, -10.99575, 30.10823)  0.33
H (17.50644, -7.11575, 31.90525)  0.32
H (8.67607, -7.50581, 30.19982)  0.35
H (13.84232, -4.84055, 23.88204)  0.19
H (8.42912, -6.86526, 32.53382)  0.38
H (10.45510, -7.55281, 30.36014)  -0.08
H (9.54770, -10.54591, 26.06070)  0.41
H (11.25877, -5.24720, 24.78845)  0.20
H (10.29473, -9.23467, 26.87110)  -0.09
H (14.02511, -3.08307, 23.86644)  0.42
H (10.51579, -6.78396, 25.16959)  0.39
H (18.86870, -10.45087, 28.44855)  0.34
H (14.79301, -8.70850, 29.20622)  -0.16
H (13.06427, -9.03289, 30.66471)  -0.29
H (17.13125, -8.84988, 31.60964)  0.21

Q: Which value of ΔE to the lowest compared entry with this formula, charge and spin does entry 1 give?
A: 6.210 eV

Q: Which formula does entry 3 have?
A: C22H37Cl8N7